Below is C64H166F6N14O18Zn as an isolated structure at a distorted geometry, with properties calculated with ωB97M-V with the def2-TZVPD basis set.

Each line ends with the Mulliken charge.
Cartesian coordinates (Å):
N1 -3.605384 28.108855 -7.130653  -0.455
N2 -2.278393 22.526566 7.327489  -0.888
C1 -3.044884 25.841807 -6.414796  -0.214
H1 -3.753941 21.841312 3.516304  0.430
H2 4.593484 28.847505 -7.475775  0.288
H3 -0.181652 23.702651 5.875299  0.430
C2 3.279242 20.787502 -1.311030  1.265
H4 0.896667 20.975498 -5.200200  -1.152
H5 -1.873272 31.463775 -4.256351  0.400
H6 4.055086 24.956885 -5.227231  0.044
H7 6.765072 25.534543 0.410515  0.332
C3 -7.776061 26.889508 -6.736306  -0.702
H8 0.293025 27.359016 -6.601945  0.221
H9 -4.151369 20.177757 -1.613846  -0.090
N3 -2.982584 20.249046 -3.985678  -0.352
H10 0.433795 23.085131 2.939663  0.560
N4 -1.231797 28.267177 -8.802540  -0.664
H11 -0.953152 30.182503 3.053635  0.229
H12 -2.237340 27.407809 5.443394  0.246
H13 -0.722036 33.860749 -1.994979  0.239
C4 -3.875785 19.198902 -2.006291  -1.009
H14 3.545290 20.254416 -5.819499  0.598
H15 3.302168 27.495699 -5.357977  -0.126
C5 -5.389226 19.571371 -4.034718  -0.561
H16 -8.548194 27.400244 -7.311685  0.287
C6 -3.966253 19.268985 -3.556316  0.617
H17 -1.206546 21.440399 -12.121724  0.273
H18 5.990381 28.663187 -3.102956  0.312
O1 -0.874223 24.264385 -1.976306  -0.296
C7 -0.943110 20.808348 -11.273653  -0.733
C8 -2.075991 27.617647 3.305001  0.816
C9 -6.134508 23.933629 -2.771442  0.479
C10 0.494772 17.568127 -7.241200  -1.048
C11 -4.008025 26.723887 -7.116110  0.416
H19 -5.514160 25.596155 -6.181141  0.561
H20 0.514072 22.272675 -3.207344  -0.516
H21 -2.822083 19.073528 -1.757098  0.129
H22 4.129433 22.143463 -4.550294  -0.054
C12 -4.267296 22.488865 2.805499  -1.883
H23 -4.503443 29.042738 -4.092713  0.074
H24 0.525732 19.488412 -3.928350  -0.222
H25 -4.099331 26.479451 -8.174414  0.495
H26 -0.897541 23.045878 -7.600500  0.170
H27 -1.253642 19.813111 -11.591709  0.297
H28 0.945486 25.198630 -6.438429  -0.167
H29 -1.800296 28.905778 -9.340221  0.265
H30 2.152659 20.104134 -7.688968  0.190
H31 -2.596900 23.382847 2.002521  -0.526
C13 -3.896963 27.189691 -1.375649  -0.908
C14 2.788416 28.173677 -2.624181  -1.296
H32 1.451311 19.544571 -5.455760  -0.331
C15 -0.242132 17.183589 -5.002225  -1.316
H33 -2.222634 22.845394 -6.485325  -0.197
H34 2.218810 29.057891 -2.910213  0.388
H35 -0.599305 28.043200 -3.431026  -0.564
H36 -2.174928 30.407137 -5.564600  -0.067
H37 0.111388 24.558110 2.300256  0.185
C16 -4.556688 23.940099 -2.920194  0.176
N5 -4.726262 29.723292 -4.804961  -0.581
H38 -3.298416 20.981488 -3.366102  -0.486
H39 7.852595 20.611570 -0.994644  0.273
O2 -2.028924 29.483538 -3.686589  1.358
C17 -0.864318 28.814237 -4.154480  -0.257
H40 -0.850958 28.396031 0.183813  -0.482
H41 -2.056132 20.549239 -5.700959  0.058
H42 -7.671209 18.680800 -4.890915  0.316
H43 -5.642113 20.597238 -3.766882  -0.076
F1 1.876978 24.596603 -1.832363  0.300
O3 -4.022066 24.968379 -2.102040  0.598
H44 5.149345 24.441257 -2.011149  -0.018
H45 -2.748255 28.142088 -7.663873  0.106
H46 -0.553993 17.137750 -1.539371  0.334
H47 4.331629 26.935852 -3.317299  -0.472
H48 -0.744078 22.288697 5.008330  0.237
H49 3.273557 19.407726 0.399342  0.504
H50 0.721892 16.502339 -7.265986  0.405
H51 0.572278 29.585191 2.277054  0.235
C18 -1.349787 31.530173 -0.704536  0.009
N6 -2.541622 26.242156 2.940744  -0.327
H52 2.957486 28.164928 -1.547411  0.610
H53 3.389395 21.863391 -1.446784  -0.184
H54 -4.608031 27.079662 -0.556877  0.333
C19 -2.341731 23.231823 6.019202  1.512
H55 -3.045539 22.578246 5.503847  -0.443
C20 -1.868285 22.565660 -7.477435  -0.984
H56 -3.335440 24.797172 -6.303457  0.238
O4 -1.870939 22.207277 -0.097777  1.058
C21 2.332749 21.088716 -7.257386  -1.173
H57 1.441835 21.715782 -7.291438  -0.107
C22 -1.153531 29.263847 -0.402223  -0.091
F2 -6.701281 24.867530 -3.550225  -0.100
C23 -0.530975 27.520934 3.390974  0.344
C24 3.387348 22.369563 -5.315998  0.189
H58 -5.493699 19.566472 -5.119684  0.597
H59 -1.783195 23.014569 8.060112  0.282
H60 -1.600041 19.480276 -9.061567  0.486
H61 -1.144745 28.382206 -5.115108  -0.274
H62 -2.070126 19.959951 -3.663267  -0.386
H63 5.546696 23.984128 -5.231274  0.443
C25 -2.390840 30.537047 -4.504123  -0.595
C26 -3.447253 22.849189 1.578005  1.406
C27 -2.790220 21.673607 0.876733  -1.364
H64 6.757014 22.990499 0.896610  0.393
H65 -2.138310 25.609934 3.617310  -0.145
H66 2.132950 20.634063 0.614386  0.199
H67 -4.371006 23.334422 3.485484  0.411
H68 0.086186 29.923982 -6.945261  0.059
H69 -5.207320 21.959415 2.650104  0.443
H70 -2.197138 29.097196 -0.669098  0.532
H71 -0.198036 26.674170 3.991183  0.029
F3 -6.401816 24.278304 -1.470195  -0.271
C28 3.972878 28.272321 -4.990414  -0.135
H72 -2.325726 21.006229 1.602656  0.613
H73 3.216178 23.812183 2.995132  0.152
H74 -4.050666 24.576896 6.522721  0.424
H75 1.019048 17.360709 -3.352220  0.317
H76 0.586746 24.674520 -3.584154  0.387
C29 -4.132398 26.277928 -2.562821  1.057
H77 1.369126 30.267444 -8.124565  0.389
F4 1.266846 23.555375 -0.135932  0.013
H78 -0.602739 29.144301 -1.335187  -0.139
C30 -0.266970 22.801022 -3.754070  1.816
N7 1.726793 20.422893 -5.040104  0.301
O5 3.927362 23.286660 -6.334213  -0.487
O6 -1.131757 24.067369 4.007697  0.586
O7 -6.300983 18.649326 -3.451664  -0.351
H79 -0.102361 21.306815 0.448171  0.268
H80 -7.964684 25.815977 -6.729876  0.293
H81 -1.488297 19.370429 -6.667812  0.051
Zn1 -2.742070 23.807735 -0.828872  1.486
C31 4.073063 27.987246 -3.443032  1.394
O8 -6.475362 27.032824 -7.316374  -0.477
H82 -2.499659 29.005737 4.886694  0.390
C32 0.063849 29.823430 3.211317  -0.556
H83 4.121710 23.958806 0.477150  -0.163
C33 -0.997027 23.317973 5.262700  -1.031
H84 -4.137068 24.189328 -3.894834  -0.261
O9 5.117725 24.382607 2.306907  -0.458
H85 -4.685535 24.414921 1.087415  0.405
H86 -4.249461 28.570488 -7.756881  0.300
H87 -2.425373 28.325533 2.553384  0.378
O10 -1.674841 21.191244 -10.070344  -0.408
H88 -1.248813 22.345317 -3.625939  -0.911
H89 0.055757 19.199046 -2.396832  -0.561
H90 2.581429 22.848673 -4.760080  -0.048
H91 -2.462264 23.050508 -8.252156  0.602
C34 -3.897010 30.870702 -4.447697  0.002
H92 -4.527985 18.421293 -1.608722  0.592
C35 4.706062 24.327614 -5.834134  -0.439
H93 5.124847 24.884196 -6.672550  0.213
H94 0.976644 24.406574 3.873230  0.601
H95 -3.184547 22.625329 7.762491  0.267
H96 1.330520 24.217582 -7.873548  0.236
H97 1.799678 27.752808 -7.522218  0.033
C36 -0.017012 17.614833 -3.576047  0.952
H98 4.348370 24.259182 4.177555  0.376
N8 -1.454619 20.364252 -6.490940  0.326
C37 -5.356264 26.638136 -6.459450  -0.537
H99 -0.217509 20.466497 -8.798390  0.053
C38 3.124012 20.467390 0.192337  -1.702
H100 -2.897044 27.010066 -0.980688  -0.172
H101 -5.424479 27.191532 -5.522853  -0.157
H102 -3.844040 32.262647 -2.753790  0.360
C39 -1.697654 33.258310 1.133472  -1.398
N9 -1.051162 33.991403 -1.049084  -0.707
H103 3.587987 25.574195 3.065544  0.291
C40 6.155900 24.718312 0.022211  0.195
C41 1.401749 25.209928 -7.428269  0.190
O11 -3.807232 22.886430 -2.393227  -0.942
H104 -1.289601 17.225527 -5.300788  0.288
H105 -0.817602 31.339223 -1.636434  0.077
O12 -1.012022 30.502614 0.277884  -0.009
H106 -4.268170 30.638390 -2.306763  0.067
H107 6.153560 27.988191 -7.467478  0.303
F5 -6.739458 22.760042 -2.938689  -0.282
C42 0.348109 29.905630 -8.003161  -1.405
H108 -1.682637 34.327390 1.345489  0.427
C43 0.126445 24.074928 3.277195  -1.995
H109 -2.569739 25.250596 6.944058  0.419
H110 -2.075082 25.813291 -6.911562  0.357
H111 2.070996 27.387997 -2.861067  -0.297
H112 4.553199 27.168565 -7.435368  0.134
H113 2.324057 20.275846 -3.016625  -0.432
H114 -5.446563 31.621281 -3.195951  0.447
H115 6.654286 25.162866 -2.095340  0.496
C44 -7.603233 18.782679 -3.807822  -0.714
N10 2.194296 20.216847 -2.016731  0.154
C45 -0.324629 25.189647 -1.029010  1.223
H116 -3.797226 27.794437 4.519090  0.396
H117 4.838279 20.636135 -2.929299  0.288
C46 1.155530 24.746423 -0.699684  -0.234
H118 1.115437 18.203116 -7.873386  0.262
N11 -4.209584 23.658585 0.616771  -0.274
H119 -1.912442 16.994518 -2.748889  0.173
C47 -0.877020 32.870215 -0.156107  0.260
H120 -1.095664 24.765395 -3.945253  -0.360
H121 5.414453 26.154232 -1.476341  0.200
H122 -0.334074 30.578686 -8.522505  0.441
N12 5.041899 28.898373 -2.847691  -0.847
C48 -4.388013 31.381809 -3.094835  -1.379
H123 4.658256 19.232136 -2.032252  0.490
O13 0.556885 17.958401 -5.895219  -0.492
C49 -2.728689 27.967290 4.647363  -1.705
H124 -8.256412 18.044105 -3.343094  0.252
H125 7.387517 20.867222 -2.636146  0.314
H126 -0.029462 29.498189 -4.307213  0.428
H127 2.450470 25.461730 -7.270575  0.041
H128 -3.034984 20.840534 -7.827108  0.356
C50 5.143323 28.003917 -7.058482  -0.624
C51 -0.763039 21.336656 -0.418266  -0.203
N13 6.774359 23.375839 -0.036834  -0.697
C52 3.977552 24.565002 3.199256  -0.587
H129 3.848321 21.020306 0.790468  0.379
H130 -5.006387 23.081991 0.387099  0.321
H131 -3.953607 28.226205 -1.708110  -0.165
H132 0.002492 16.127414 -5.115157  0.503
H133 -0.224660 21.760549 -1.265951  -0.755
C53 -0.848299 16.863651 -2.552457  -1.619
H134 -4.089754 31.676798 -5.155634  0.577
O14 0.816142 26.204989 -8.213225  -0.579
H135 -2.435854 31.525276 -0.796933  0.045
C54 7.118259 20.307369 -1.740507  -0.891
H136 -8.014576 19.757528 -3.545965  0.230
H137 -7.841146 27.327484 -5.740292  0.256
C55 -1.976989 21.061556 -7.686071  0.661
H138 -0.654657 15.801388 -2.701500  0.543
H139 -3.722912 18.295502 -3.982032  0.373
H140 -3.431629 26.666113 -3.301957  -1.351
O15 -1.383988 25.171242 -0.075344  -0.166
H141 -0.150029 27.490263 2.370169  -0.144
H142 2.165480 19.224399 -1.831477  0.311
H143 0.562136 30.605755 3.783841  0.378
H144 0.125454 20.921775 -11.090887  0.277
H145 7.218175 19.238788 -1.930925  0.358
C56 5.779662 25.127690 -1.445798  -0.991
O16 5.850011 20.658747 -1.185896  -0.357
H146 -5.123122 26.572203 -2.909183  0.511
H147 -1.358050 32.734194 2.026818  0.242
H148 4.422348 25.616513 0.847208  0.257
H149 -3.117700 25.093071 5.230407  -0.049
H150 -1.289050 27.416587 -9.344117  0.224
H151 -2.011535 34.303787 -1.063009  0.258
C57 -1.302432 20.514994 -8.891642  -0.533
H152 0.011898 22.571958 -4.782600  0.291
O17 0.052316 28.630668 3.994180  -0.625
H153 -2.027538 25.904451 2.139637  -0.274
C58 0.764183 27.417944 -7.583092  0.183
H154 -4.319715 29.240018 -5.593170  0.218
H155 -0.946150 20.304358 -0.716498  0.202
C59 4.651152 20.314628 -1.904742  -1.067
O18 5.232145 28.016252 -5.609264  -0.431
H156 4.992166 28.732170 -1.852696  0.265
C60 0.169726 28.511631 -8.526641  -0.012
C61 4.868488 24.624013 0.910651  0.178
H157 -2.880195 26.256757 -5.420420  -0.811
C62 -3.011575 24.594670 6.193962  -1.168
H158 3.713425 29.286930 -5.292666  0.571
H159 -2.723309 32.917479 0.992167  0.333
C63 2.779612 21.030194 -5.820124  0.249
H160 -3.469428 20.961488 0.408036  0.034
C64 -0.369015 24.199933 -3.361877  -0.678
F6 1.838924 25.613730 0.052874  -0.134
H161 -0.249886 26.128699 -1.577354  -0.722
H162 0.653579 28.475983 -9.502715  0.410
H163 6.147309 22.742826 -0.512439  0.113
H164 0.163182 32.805445 0.163100  0.258
N14 -0.188260 19.048747 -3.365316  1.940
H165 3.065738 21.622926 -7.861913  0.616
H166 -0.470597 17.669666 -7.737044  0.375

Forces on the atoms, in the same order (eV/Å):
N 0.503 0.721 0.148
N 0.492 -0.121 0.177
C 1.141 -0.256 0.628
H 0.589 -0.489 -0.423
H 0.174 0.631 0.326
H -0.061 0.395 0.089
C 2.285 0.302 1.237
H -0.460 0.161 0.101
H 0.496 0.204 0.419
H 0.223 0.519 0.209
H 0.510 -0.491 0.223
C 0.953 -0.381 0.036
H -0.226 0.199 0.129
H -0.294 0.086 0.063
N -1.525 0.447 -0.246
H -0.338 -0.736 0.429
N -0.910 -1.426 0.198
H -0.095 -0.045 -0.435
H -0.450 -0.368 0.076
H -0.003 -0.184 -0.041
C -0.410 -0.091 -0.857
H 0.643 0.219 0.179
H -0.697 0.253 -0.334
C -0.164 0.502 0.169
H 0.413 -0.038 -0.469
C -0.055 -1.265 0.618
H -0.235 0.436 0.449
H 0.145 0.001 -0.356
O 1.815 -0.646 -1.590
C -0.815 0.240 1.196
C 0.167 -1.797 0.553
C 1.162 0.181 1.435
C -0.375 -0.551 -0.183
C -1.432 0.483 -1.038
H -0.200 -0.364 0.022
H -0.182 -0.057 0.488
H -0.046 -0.413 0.176
H 0.425 0.075 -0.130
C 0.188 -0.708 1.092
H -0.337 -0.311 0.610
H -0.105 0.508 0.416
H -0.322 -1.005 -0.084
H 0.486 -0.557 0.091
H 0.399 -0.380 0.250
H -0.248 -0.212 0.275
H 0.732 0.826 -0.019
H -0.133 0.093 0.164
H -0.017 0.662 -0.393
C 0.386 0.291 0.280
C -0.935 -0.176 -1.285
H 0.378 -0.342 -0.363
C -0.339 -0.151 -0.637
H -0.213 -0.107 -0.028
H 0.390 0.487 0.206
H -0.012 0.013 -0.051
H 0.229 -0.729 -0.204
H -0.782 0.855 0.415
C 3.104 -1.685 1.162
N 0.090 -0.080 0.323
H 0.661 1.449 -0.186
H -0.087 -0.150 0.079
O 0.337 -0.553 0.508
C -0.848 0.121 -0.147
H 0.056 0.296 0.645
H -0.350 -0.085 0.308
H -0.438 -0.045 -0.358
H -0.168 0.256 0.418
F 0.073 0.611 -0.529
O -0.802 1.582 -0.404
H -0.603 -0.069 0.547
H 0.685 0.194 0.242
H -0.227 0.057 -0.026
H 0.342 -0.247 -0.299
H 0.281 -0.145 -0.067
H 0.371 -0.230 -0.243
H 0.475 -0.076 -0.549
H -0.058 0.480 -0.250
C 0.771 0.012 1.694
N -0.161 0.485 -0.141
H 0.150 0.014 -0.099
H -0.914 0.345 0.078
H -0.129 -0.275 -0.092
C -0.793 0.822 1.154
H 0.248 0.194 -0.668
C -0.146 0.371 -0.636
H -0.395 0.131 -0.126
O 0.223 -2.345 0.753
C 0.232 1.340 -0.650
H -0.405 -0.213 -0.243
C -0.563 -0.779 0.259
F -0.088 -0.424 -0.076
C -0.805 1.371 -0.425
C -0.416 0.428 0.186
H 0.275 -0.365 -0.342
H 1.086 0.436 -0.340
H -0.168 -0.554 0.430
H 0.322 -0.349 -0.184
H 0.395 -0.281 0.104
H 0.074 -0.161 0.215
C -1.045 1.776 -0.689
C 0.243 -0.447 1.388
C -0.247 -0.671 -0.042
H 0.365 0.050 0.424
H -0.252 0.074 0.547
H -0.143 0.551 -0.468
H -0.575 0.533 -0.568
H -0.003 0.226 0.138
H -0.227 0.378 -0.388
H -0.128 0.093 0.004
H -0.292 -0.192 -0.171
F -0.166 0.018 -0.492
C 0.492 -1.162 0.806
H 0.743 0.488 0.248
H -0.351 0.085 -0.453
H -0.188 -0.802 0.163
H 0.487 -0.226 -0.076
H -0.003 0.377 0.861
C -0.690 2.569 1.241
H -0.019 -0.023 0.047
F -0.540 -0.746 1.028
H 0.360 0.660 -0.162
C -0.334 -1.964 -0.411
N -0.058 1.326 0.952
O -0.952 -2.519 0.189
O 1.320 -0.691 0.604
O 2.185 -0.524 1.161
H 0.049 0.079 0.022
H -0.498 -0.067 0.380
H -0.006 -0.239 0.208
Zn -0.079 1.354 -1.493
C -0.045 1.071 -0.504
O 0.902 0.697 0.059
H -0.332 0.156 -0.019
C -0.335 -0.772 0.540
H 0.101 -0.574 0.033
C -0.649 -0.589 -0.702
H -1.126 -0.163 -0.911
O -0.128 -0.355 -0.290
H 0.565 0.748 0.207
H -0.505 0.341 0.082
H 0.225 -0.034 -0.183
O 0.243 0.872 -1.392
H 0.066 -0.427 0.238
H 0.083 0.460 0.031
H -0.230 0.601 -0.021
H -0.323 0.144 0.183
C -0.031 -0.363 0.589
H 0.201 0.024 0.251
C -0.146 0.142 0.441
H -0.231 0.015 -0.018
H -0.231 0.508 0.224
H -0.724 -0.471 -0.490
H -0.123 0.272 -0.231
H 0.424 0.281 0.882
C 0.365 0.212 0.645
H 0.057 0.811 0.120
N 0.533 0.418 -1.144
C -2.228 -0.937 -0.070
H 0.366 0.411 0.243
C 0.528 -0.071 -0.045
H 0.029 0.006 0.154
H 0.282 0.366 0.047
H 0.024 0.157 -0.141
C 0.297 -0.880 -0.392
N 0.106 0.318 -0.392
H -0.077 0.027 0.502
C -1.845 -1.500 -0.697
C 0.489 0.139 0.525
O -1.858 -0.302 -0.508
H -0.373 0.467 0.035
H -0.250 -0.222 -0.258
O 0.268 0.034 -1.689
H -0.057 -0.222 -0.035
H -0.116 -0.071 0.175
F 0.224 0.120 -0.621
C -0.013 0.207 0.668
H 0.117 -0.038 -0.226
C 0.026 -0.970 0.012
H 0.672 -0.011 -0.255
H 0.117 0.177 -0.124
H 0.077 -0.452 0.139
H 0.173 -0.586 0.230
H -0.248 0.280 -0.547
H 0.023 0.018 0.148
H 0.526 -0.060 0.399
C -1.319 0.618 -1.024
N -0.619 -0.103 -0.440
C -2.976 -0.629 0.553
H 0.047 -0.013 0.519
H -0.672 0.625 -0.342
C -0.368 -0.143 -0.115
H 0.568 -0.273 0.449
N -0.077 -0.559 0.667
H -0.065 0.283 0.332
C -0.931 0.678 1.754
H -0.271 -0.137 -0.210
H -0.490 -0.109 0.052
H 0.119 0.093 -0.031
N 0.224 -0.177 0.222
C 0.200 0.040 0.004
H -0.305 -0.557 0.347
O -0.181 0.325 0.443
C 0.946 0.478 -0.739
H 0.412 -0.238 0.122
H -0.394 0.070 -0.326
H 0.168 0.145 0.127
H 0.336 -0.182 0.005
H -0.372 0.087 0.053
C -0.258 0.040 0.949
C 0.746 0.599 -0.132
N 0.570 0.736 0.384
C 1.243 -0.996 -1.382
H 0.030 -0.028 -0.002
H -0.152 -0.330 -0.851
H 0.064 0.081 -0.062
H 0.361 -0.274 0.092
H -0.145 0.234 0.309
C -0.063 -0.747 -1.014
H 0.217 0.013 -0.286
O -1.195 -1.416 -1.280
H -0.088 0.051 -0.522
C -0.370 0.297 0.410
H -0.047 0.363 0.076
H 0.229 -0.167 0.275
C -0.032 0.234 1.238
H 0.022 -0.194 0.309
H 0.183 -0.283 0.054
H 0.438 -0.994 -0.531
O 2.852 0.271 -0.663
H 0.159 -0.678 -0.358
H 0.025 -0.302 0.243
H 0.314 -0.234 -0.077
H 0.118 -0.363 -0.057
H -0.169 -0.149 -0.024
C 0.672 0.242 0.459
O -0.641 0.408 0.513
H -0.263 -0.709 -0.343
H 0.209 -0.057 -0.099
H -0.364 0.350 -0.007
H 0.389 0.290 0.096
H -0.080 -0.440 0.125
H -0.057 -0.025 -0.142
C 0.676 -0.825 -1.568
H -0.220 0.839 -0.337
O 0.702 1.154 1.068
H -0.013 0.328 -0.992
C 0.642 2.042 -1.253
H 0.105 0.152 -0.764
H -1.080 0.027 0.174
C 1.377 -1.126 -0.172
O 0.249 -0.102 -0.974
H 0.155 0.280 0.292
C -0.351 -0.235 -0.649
C 0.017 1.809 0.172
H 0.103 -0.052 0.227
C -0.592 0.482 -0.631
H -0.637 0.101 0.491
H -0.242 0.236 -0.052
C 1.467 -1.106 -1.687
H -0.491 0.353 -0.536
C -0.439 1.615 0.011
F -0.380 0.431 0.254
H 0.328 0.652 0.272
H 0.836 -0.358 0.109
H -0.193 -0.023 -0.514
H 0.180 -0.163 -0.321
N -0.489 -0.640 -0.393
H 0.141 -0.188 -0.170
H -0.671 0.096 0.497

For the electronic energy, the calculation gives -7037.15732 Eh. As for the total charge: 0. The largest force on an atom is 3.719 eV Å⁻¹. The highest occupied orbital energy comes out at -8.5 eV.